Entry 1:
A 2-piece molecular cluster, C5H8BNO3 overall in a non-equilibrium geometry, computed with ωB97M-V/def2-TZVPD.

Summary:
relative energy (zero: lowest compared OMol25 entry of this formula, charge and spin) = 79.1 kcal per mole
LUMO = 0.0176 Eh
net charge = 0
total energy = -13621.8017 eV

Structure (XYZ):
```
18
Properties=species:S:1:pos:R:3:forces:R:3
B -0.860 0.729 2.102 -0.07 1.02 1.58
C -1.336 -2.129 0.919 1.67 -3.28 0.70
C -0.675 0.597 0.614 0.86 -0.79 -0.86
C -0.616 0.154 -0.597 -0.02 0.79 0.89
C -1.331 -0.250 -1.795 -3.19 -1.23 0.34
C 1.701 -0.030 0.075 1.36 1.23 3.16
N 0.612 0.827 -0.224 -1.43 1.35 -0.59
O -0.624 -2.994 1.213 -1.93 2.62 -0.77
O -1.466 -0.284 2.799 0.83 -0.09 -4.47
O -0.371 1.842 2.781 1.48 1.62 -1.89
H -2.280 0.496 -1.765 2.02 -2.03 -0.61
H -0.740 -0.142 -2.692 -0.01 0.15 -0.22
H -1.725 -1.408 -1.724 0.86 2.97 -0.11
H 1.493 -0.787 0.872 0.12 0.26 -0.68
H 2.549 0.646 0.441 -0.97 -1.05 -0.31
H 2.015 -0.431 -0.816 1.00 -1.51 -2.00
H -1.672 -0.252 3.670 -0.66 0.63 4.13
H 0.158 2.549 2.200 -1.93 -2.64 1.72
```
Positions in Å, forces in eV/Å.

Entry 2:
One molecule with the formula C3H9FN2 in a non-equilibrium geometry, computed with ωB97M-V/def2-TZVPD.

Summary:
relative energy (zero: lowest compared OMol25 entry of this formula, charge and spin) = 79.4 kcal per mole
SMILES string = NC[C@H](N)CF
LUMO = 0.0282 Eh
net charge = 0
total energy = -8951.0569 eV

Structure (XYZ):
```
15
Properties=species:S:1:pos:R:3:forces:R:3
N -0.508 1.652 -0.674 -1.45 4.48 -1.63
C 0.347 1.004 0.336 -1.82 3.81 2.49
C 0.179 -0.426 -0.002 -0.91 -0.98 -0.30
N -1.310 -0.584 -0.074 0.77 -0.78 -2.25
C 0.897 -1.581 0.615 -2.15 0.24 3.45
F 0.872 -2.710 -0.229 -0.12 0.96 0.60
H -1.417 2.433 -0.251 4.45 -2.90 -1.94
H 0.138 2.008 -1.483 -2.24 -0.11 2.04
H 1.233 1.651 0.468 0.61 -1.46 -0.53
H -0.207 1.386 1.253 0.65 -1.62 -0.27
H 0.548 -0.528 -0.971 0.74 0.29 -2.41
H -1.459 0.273 -0.814 -0.17 -2.75 1.87
H -1.382 -1.534 -0.565 -0.51 1.81 0.70
H 0.113 -1.761 1.602 2.93 -0.27 -2.20
H 1.957 -1.281 0.789 -0.78 -0.71 0.38
```
Positions in Å, forces in eV/Å.

Entry 3:
One molecule with the formula C4H2Cl2 in a non-equilibrium geometry, computed with ωB97M-V/def2-TZVPD.

Summary:
relative energy (zero: lowest compared OMol25 entry of this formula, charge and spin) = 67.2 kcal per mole
LUMO = -0.0740 Eh
net charge = 0
total energy = -29219.7376 eV

Structure (XYZ):
```
8
Properties=species:S:1:pos:R:3:forces:R:3
C -0.462 -2.311 1.086 -0.20 -1.55 1.44
C -0.500 -1.489 0.144 0.16 0.63 -0.62
C 0.039 -0.477 -0.494 0.06 -1.10 -3.28
C -0.062 0.855 0.095 1.59 0.57 2.38
Cl -0.687 2.064 -0.987 -0.44 -0.07 0.20
Cl 1.662 1.302 0.565 -0.13 -0.09 -0.39
H 0.451 -0.689 -1.573 -0.47 0.99 2.17
H -0.443 0.744 1.164 -0.56 0.62 -1.88
```
Positions in Å, forces in eV/Å.

Entry 4:
A 2-piece molecular cluster, C9H9ClN2O3 overall in a non-equilibrium geometry, computed with ωB97M-V/def2-TZVPD.

Summary:
relative energy (zero: lowest compared OMol25 entry of this formula, charge and spin) = 22.8 kcal per mole
SMILES string = Cc1ccn(C#CC(=O)Cl)n1.COC=O
LUMO = -0.0132 Eh
net charge = 0
total energy = -31119.9457 eV

Structure (XYZ):
```
24
Properties=species:S:1:pos:R:3:forces:R:3
C 3.221 -1.533 -0.604 2.27 -2.03 2.47
C 1.876 -1.446 -1.163 -1.28 1.18 -0.59
C 1.604 -1.136 -2.514 -1.33 -0.52 -0.20
C 0.252 -0.979 -2.622 2.88 -0.08 1.23
N -0.209 -1.079 -1.364 -1.88 -0.14 -0.11
C -1.516 -0.858 -1.085 -0.49 -0.23 1.14
C -2.680 -0.672 -0.791 3.25 -1.05 -0.61
C -4.008 -0.417 -0.562 -2.30 2.01 0.68
O -4.817 -0.067 -1.365 0.15 -0.71 0.36
Cl -4.425 -0.255 1.242 0.33 -0.44 -0.94
N 0.752 -1.401 -0.488 0.18 -0.08 1.87
H 3.589 -0.602 -0.025 -0.70 -1.38 -1.22
H 3.373 -2.452 0.163 -0.64 2.13 -1.62
H 3.894 -1.809 -1.447 -0.13 0.62 0.71
H 2.230 -1.178 -3.337 1.34 0.10 -1.20
H -0.354 -0.798 -3.419 -1.59 0.53 -1.95
C -0.951 2.670 3.063 -0.70 1.37 -0.55
O 0.193 1.860 2.826 0.08 -0.95 -0.27
C 0.456 1.191 1.638 1.37 1.22 2.80
O -0.262 1.119 0.710 -0.44 -0.12 -0.84
H -0.735 3.647 2.661 0.48 0.67 -0.07
H -1.134 2.858 4.138 0.30 -0.85 -0.56
H -1.888 2.488 2.516 0.35 -1.15 0.32
H 1.539 0.851 1.830 -1.50 -0.08 -0.85
```
Positions in Å, forces in eV/Å.

Entry 5:
A 2-piece molecular cluster, C11H15N overall in a non-equilibrium geometry, computed with ωB97M-V/def2-TZVPD.

Summary:
relative energy (zero: lowest compared OMol25 entry of this formula, charge and spin) = 10.8 kcal per mole
SMILES string = Cc1c[nH]c2ccccc12.CC
LUMO = 0.0345 Eh
net charge = 0
total energy = -13140.3244 eV

Structure (XYZ):
```
27
Properties=species:S:1:pos:R:3:forces:R:3
C 3.022 -0.063 1.088 -0.40 0.09 -0.04
C 1.645 0.523 1.093 -0.15 -0.14 0.19
C 1.300 1.830 1.156 0.54 0.38 0.08
N -0.062 1.991 1.318 -0.76 -0.53 0.00
C -0.626 0.723 1.317 0.11 0.55 -0.88
C -1.958 0.364 1.194 -0.31 -0.38 1.05
C -2.249 -0.993 1.208 -0.24 0.95 -0.58
C -1.232 -1.946 1.200 -0.02 -0.37 0.48
C 0.100 -1.567 1.211 -0.34 -0.26 -0.59
C 0.410 -0.212 1.191 0.17 -0.14 0.37
H 3.169 -0.601 2.023 0.22 -0.16 0.02
H 3.770 0.720 1.013 0.13 0.04 -0.02
H 3.155 -0.758 0.255 0.03 0.02 0.09
H 1.988 2.653 1.251 -0.11 0.26 -0.24
H -0.645 2.745 0.986 0.55 0.26 0.17
H -2.785 1.070 1.268 0.30 0.06 -0.24
H -3.306 -1.202 1.117 0.07 -0.65 0.19
H -1.481 -2.999 1.261 -0.02 0.04 -0.21
H 0.858 -2.328 1.100 0.19 -0.01 0.20
C -1.089 0.214 -2.245 -1.10 1.15 0.66
C -0.163 -0.213 -3.364 0.22 -1.22 0.25
H -0.598 0.485 -1.309 0.34 -0.43 -0.09
H -1.631 1.141 -2.464 0.17 0.06 -0.40
H -1.921 -0.442 -1.965 0.44 -0.43 -0.25
H 0.868 -0.153 -3.043 0.36 0.61 -0.08
H -0.225 -1.292 -3.557 -0.43 0.17 -0.15
H -0.314 0.309 -4.303 0.04 0.10 0.02
```
Positions in Å, forces in eV/Å.

no.,orbital gap (eV)
1,8.44
2,9.63
3,8.61
4,9.25
5,8.89